10
Properties=species:S:1:pos:R:3:forces:R:3:nbo_charge:R:1 method="wB97M-V/def2-TZVPD" e_above_lowest_kcal_mol=66.3 spin_multiplicity=1 e_homo_ev="-8.84 / -8.84" lumo_energy_ev="0.01 / 0.01" total_charge=0
C -1.107 0.151 1.443 1.71 -2.67 -6.55 0.4044
C 0.507 0.630 -0.166 0.53 -1.54 3.50 -0.3982
C 0.407 -0.474 -1.118 -0.22 -0.38 -1.40 -0.0212
O -1.838 -0.682 1.006 0.18 0.98 0.49 -0.5091
F 0.837 -1.592 -0.443 0.01 -1.03 0.10 -0.3664
Cl -1.019 0.696 2.929 0.33 1.74 3.78 0.1144
H 0.048 1.510 -0.353 -1.24 2.73 -1.05 0.1915
H 1.573 0.761 0.233 -1.80 -0.33 -0.16 0.2133
H -0.603 -0.697 -1.624 1.40 0.52 1.01 0.1918
H 1.195 -0.303 -1.906 -0.90 -0.03 0.29 0.1795